--- P ---
{"formula": "C4H12O2S2", "method": "wB97M-V/def2-TZVPD", "species": ["C", "S", "O", "C", "H", "H", "H", "H", "H", "H", "C", "S", "O", "C", "H", "H", "H", "H", "H", "H"], "positions_angstrom": [[10.64960, -26.84898, 2.61115], [9.04483, -27.29961, 3.37481], [9.47227, -28.65776, 3.97445], [9.20092, -26.13167, 4.78647], [10.39152, -26.66070, 1.56901], [11.38762, -27.65113, 2.61239], [11.03752, -25.86766, 2.88432], [9.22037, -25.09154, 4.46113], [10.03928, -26.51685, 5.36687], [8.33894, -26.27217, 5.43867], [6.16749, -16.95192, 5.28908], [6.29495, -18.50750, 6.28751], [6.10776, -19.51780, 5.19802], [8.10445, -18.44204, 6.62089], [6.23828, -15.99375, 5.80387], [5.18519, -17.03271, 4.82359], [6.86803, -16.83951, 4.46160], [8.50622, -18.11672, 5.66129], [8.56885, -19.40994, 6.80956], [8.29333, -17.60361, 7.29132]], "mulliken_charge": [-0.828, 0.488, -0.635, -0.921, 0.314, 0.292, 0.302, 0.347, 0.316, 0.324, -0.968, 0.488, -0.600, -0.865, 0.378, 0.299, 0.333, 0.263, 0.332, 0.339], "total_charge": 0, "lumo_energy_ha": 0.0259, "homo_ev": -9.048}

--- Q ---
{"formula": "C4H12O2S2", "method": "wB97M-V/def2-TZVPD", "species": ["C", "S", "O", "C", "H", "H", "H", "H", "H", "H", "C", "S", "O", "C", "H", "H", "H", "H", "H", "H"], "positions_angstrom": [[-2.64336, -0.98099, -0.10356], [-1.40863, -2.28610, 0.06143], [-2.12539, -3.57595, 0.23721], [-0.87540, -2.28522, -1.66602], [-3.51026, -1.38801, -0.62562], [-2.20413, -0.18724, -0.70570], [-2.91961, -0.61334, 0.87965], [0.18304, -2.54978, -1.70620], [-1.03012, -1.35714, -2.20898], [-1.40141, -3.11810, -2.13575], [2.72349, 2.43278, 1.56433], [0.97562, 2.36408, 1.16484], [0.28254, 1.55385, 2.18501], [1.15547, 1.29236, -0.28516], [2.82727, 3.00110, 2.48580], [3.19107, 2.99296, 0.75019], [3.17222, 1.44657, 1.66524], [0.14306, 1.00717, -0.54892], [1.73624, 0.42524, 0.03311], [1.72832, 1.82575, -1.04093]], "mulliken_charge": [-0.901, 0.579, -0.659, -0.942, 0.372, 0.258, 0.318, 0.286, 0.311, 0.371, -0.909, 0.483, -0.597, -0.663, 0.319, 0.341, 0.305, 0.027, 0.284, 0.415], "total_charge": 0, "lumo_energy_ha": 0.0210, "homo_ev": -8.915}

Which structure is most stable? Q, by 16.9 kcal/mol over the runner-up.

--- P ---
{"formula": "C4H7P3", "method": "wB97M-V/def2-TZVPD", "species": ["C", "C", "C", "C", "P", "P", "P", "H", "H", "H", "H", "H", "H", "H"], "positions_angstrom": [[1.48086, 1.60182, -0.31398], [0.30426, -0.84606, -0.02880], [-0.59926, -2.04106, -0.21444], [-1.26889, 1.26230, 0.36427], [2.90599, 0.85464, 0.32176], [2.13103, -1.08611, 0.71682], [0.05141, 0.67868, -0.78716], [1.74745, 2.46125, -0.90859], [-1.48741, -1.73952, -0.69532], [-0.66646, -2.43083, 0.77441], [-0.05786, -2.81482, -0.84456], [-2.13005, 0.68904, 0.09438], [-1.53194, 2.33526, 0.15152], [-0.87913, 1.07540, 1.36969]], "mulliken_charge": [-0.365, 0.242, -1.155, -0.935, -0.086, -0.073, 0.052, 0.338, 0.370, 0.358, 0.315, 0.300, 0.322, 0.317], "total_charge": 0, "lumo_energy_ha": [-0.0360, -0.0359], "homo_ev": [-8.100, -8.101]}

--- Q ---
{"formula": "C4H7P3", "method": "wB97M-V/def2-TZVPD", "species": ["C", "C", "C", "C", "P", "P", "P", "H", "H", "H", "H", "H", "H", "H"], "positions_angstrom": [[-2.14071, -1.38124, -0.15600], [-0.79443, 0.82434, 0.09057], [2.06823, 2.29703, -0.54220], [0.65372, -1.60964, 0.59288], [-3.39579, -0.24970, -0.20435], [-2.17836, 1.61402, -0.11848], [-0.55424, -0.81958, -0.52712], [-2.27670, -2.41471, -0.15581], [1.92708, 2.97248, 0.36235], [1.15704, 2.19973, -1.15476], [3.01397, 1.73547, -0.73075], [1.38459, -2.29292, 0.07900], [0.02847, -2.14816, 1.21103], [1.10714, -0.72713, 1.25366]], "mulliken_charge": [-0.316, 0.031, -0.827, -0.863, -0.142, -0.242, 0.236, 0.385, 0.267, 0.277, 0.305, 0.293, 0.331, 0.267], "total_charge": 0, "lumo_energy_ha": [-0.0482, -0.0235], "homo_ev": [-8.646, -8.266]}

Which structure is most stable? P, by 82.7 kcal/mol over the runner-up.

--- P ---
{"formula": "CH2O5P", "method": "wB97M-V/def2-TZVPD", "species": ["C", "O", "O", "O", "O", "O", "P", "H", "H"], "positions_angstrom": [[-1.90769, -0.17939, -0.30514], [0.91101, -0.52849, 0.80957], [1.70483, 1.07164, -0.86680], [3.37834, -0.36243, 0.32697], [-1.69928, -1.34463, -0.56092], [-1.29414, 0.63913, 0.50764], [2.04755, 0.11238, 0.14829], [-2.94269, 0.30423, -0.66432], [-0.19792, 0.28756, 0.60471]], "mulliken_charge": [0.155, -0.604, -0.612, -0.626, -0.518, -0.475, 0.931, 0.239, 0.509], "total_charge": -1, "lumo_energy_ha": 0.1431, "homo_ev": -6.064}

--- Q ---
{"formula": "CH2O5P", "method": "wB97M-V/def2-TZVPD", "species": ["O", "C", "O", "P", "O", "O", "O", "H", "H"], "positions_angstrom": [[-1.56605, 0.52147, -0.30327], [-1.25830, -0.64482, -0.31172], [-0.21798, -1.15383, 0.19566], [1.17903, 0.09215, 0.03936], [2.40128, -0.68080, 0.40806], [0.93851, 0.73036, -1.30530], [0.65334, 1.06524, 1.20509], [-2.03569, -1.48552, -0.67279], [-0.09414, 1.55574, 0.74491]], "mulliken_charge": [-0.528, 0.247, -0.356, 0.872, -0.720, -0.658, -0.511, 0.257, 0.398], "total_charge": -1, "lumo_energy_ha": 0.1515, "homo_ev": -5.580}

Which structure is most stable? Q, by 19.4 kcal/mol over the runner-up.

--- P ---
{"formula": "CHIOS2", "method": "wB97M-V/def2-TZVPD", "species": ["C", "O", "S", "S", "I", "H"], "positions_angstrom": [[-0.29921, 0.08383, 0.00508], [0.45342, -0.98888, 0.07424], [-0.25038, 1.31720, -1.31487], [-0.43069, 1.55420, 0.79115], [2.59247, -1.06071, 0.01097], [-2.06560, -0.90563, 0.43343]], "mulliken_charge": [0.255, -0.460, -0.130, -0.075, 0.253, 0.157], "total_charge": 0, "lumo_energy_ha": [-0.0931, -0.0931], "homo_ev": [-8.837, -8.835]}

--- Q ---
{"formula": "CHIOS2", "method": "wB97M-V/def2-TZVPD", "species": ["C", "O", "S", "S", "I", "H"], "positions_angstrom": [[-2.10277, 1.36181, 0.67259], [0.54070, 0.01874, 0.51411], [-2.12872, 2.03171, -0.88326], [-1.52853, 2.99150, 0.87847], [1.50248, 1.44597, -0.56626], [0.47966, 0.54446, 1.34568]], "mulliken_charge": [-0.033, -0.602, 0.037, -0.023, 0.248, 0.373], "total_charge": 0, "lumo_energy_ha": -0.0370, "homo_ev": -9.134}

Which structure is most stable? Q, by 39.2 kcal/mol over the runner-up.

--- P ---
{"formula": "H2O2", "method": "wB97M-V/def2-TZVPD", "species": ["O", "O", "H", "H"], "positions_angstrom": [[-0.36750, -0.00916, 0.64674], [0.07609, -0.31205, -0.69509], [-0.69841, 0.74609, 0.53327], [0.98982, -0.42488, -0.48492]], "mulliken_charge": [-0.295, -0.322, 0.275, 0.342], "total_charge": 0, "lumo_energy_ha": 0.0448, "homo_ev": -10.913}

--- Q ---
{"formula": "H2O2", "method": "wB97M-V/def2-TZVPD", "species": ["H", "H", "O", "O"], "positions_angstrom": [[-1.35144, 1.06443, -0.37935], [1.25747, 0.57921, 0.87720], [-0.67736, -0.16858, 0.11642], [0.68911, -0.03688, -0.17865]], "mulliken_charge": [0.323, 0.349, -0.344, -0.328], "total_charge": 0, "lumo_energy_ha": -0.0175, "homo_ev": -10.532}

Which structure is most stable? P, by 79.8 kcal/mol over the runner-up.

--- P ---
{"formula": "C7H9NS", "method": "wB97M-V/def2-TZVPD", "species": ["C", "C", "C", "C", "C", "C", "C", "N", "S", "H", "H", "H", "H", "H", "H", "H", "H", "H"], "positions_angstrom": [[-1.64086, -1.68476, -0.05131], [-0.96442, -0.78567, 0.75576], [-2.46748, -0.96577, -0.87120], [-1.39774, 0.53101, 0.37745], [-0.99428, 1.81465, 0.84516], [2.22913, -0.95554, 0.24946], [2.50582, 0.33620, 0.07576], [-2.34075, 0.32946, -0.65389], [-1.51208, 3.06281, -0.24648], [-1.66097, -2.77354, -0.03841], [-0.12603, -0.84330, 1.37760], [-3.24586, -1.33880, -1.62980], [-0.83092, 4.09345, 0.32613], [1.20370, -1.22322, 0.47449], [2.89525, -1.82444, 0.14259], [3.42373, 0.61942, -0.25685], [1.73105, 1.09956, 0.11368], [-2.74045, 1.06009, -1.17232]], "mulliken_charge": [-0.599, -0.448, -0.248, 0.721, -0.954, -0.274, -0.330, -0.045, -0.204, 0.370, 0.807, 0.345, 0.186, -0.114, 0.243, 0.298, 0.130, 0.117], "total_charge": 0, "lumo_energy_ha": -0.0138, "homo_ev": -8.381}

--- Q ---
{"formula": "C7H9NS", "method": "wB97M-V/def2-TZVPD", "species": ["C", "C", "C", "S", "N", "C", "C", "C", "C", "H", "H", "H", "H", "H", "H", "H", "H", "H"], "positions_angstrom": [[2.44630, -1.22152, -1.21848], [1.00534, -0.82991, -0.92207], [0.53054, -0.03807, 0.08885], [1.65950, 0.50959, 1.37158], [0.60748, 1.07824, 2.57332], [-0.61193, 1.20374, 2.41760], [-1.40760, 0.88351, 1.30157], [-0.91665, 0.26667, 0.19512], [-1.92884, 0.09414, -1.00943], [2.44637, -2.26681, -1.50511], [2.90718, -0.88231, -0.25954], [2.86403, -0.47587, -1.97377], [0.45708, -1.09662, -1.88493], [-1.15212, 1.48929, 3.35361], [-2.44865, 1.12537, 1.34202], [-1.91664, 0.93867, -1.72239], [-2.99194, 0.02461, -0.59071], [-1.54944, -0.80272, -1.55725]], "mulliken_charge": [-1.085, -0.408, 0.713, -0.060, -0.467, -0.134, -0.513, 0.594, -1.151, 0.331, 0.275, 0.268, 0.106, 0.299, 0.333, 0.270, 0.335, 0.295], "total_charge": 0, "lumo_energy_ha": 0.0056, "homo_ev": -7.688}

--- R ---
{"formula": "C7H9NS", "method": "wB97M-V/def2-TZVPD", "species": ["C", "C", "C", "C", "C", "C", "C", "N", "S", "H", "H", "H", "H", "H", "H", "H", "H", "H"], "positions_angstrom": [[1.16346, -1.02274, -2.36870], [-0.64438, -0.94381, -0.61929], [0.48499, -0.82047, -1.21343], [2.56074, -0.03311, 0.07928], [3.54336, 0.33533, -0.87120], [-2.37991, -0.08624, 0.96823], [-0.88433, -0.60093, 0.87347], [1.87484, -1.07290, -3.30135], [2.46109, -0.32564, 1.61330], [-1.57476, -1.26231, -1.01328], [4.50314, -0.12819, -0.84163], [3.12279, 0.25428, -1.86561], [3.89222, 1.32634, -0.62913], [-2.69561, 0.37275, 1.94224], [-2.70666, 0.44943, 0.05495], [-3.03695, -0.92653, 1.02805], [-0.24657, 0.18867, 1.07894], [-0.72142, -1.45673, 1.36331]], "mulliken_charge": [0.190, -0.104, -0.207, 0.265, -0.791, -1.276, -0.352, -0.573, -0.229, 0.478, 0.342, 0.225, 0.287, 0.327, 0.350, 0.357, 0.310, 0.402], "total_charge": 0, "lumo_energy_ha": [-0.0224, -0.0329], "homo_ev": [-8.212, -7.856]}

Which structure is most stable? Q, by 39.5 kcal/mol over the runner-up.